Molecular formula: F2FeN3O9Pt
Method: DFT, wB97M-V/def2-TZVPD

Last column: Mulliken charge in e.
Cartesian coordinates (Å):
Fe: -0.4607 2.5269 -0.2488  0.9483
Pt: 2.5010 -1.5472 2.6521  0.7962
N: -2.8539 1.8312 -1.9676  1.1434
O: -1.9079 1.4973 -1.2242  -0.5045
O: -3.4670 2.7831 -1.7137  -0.6618
O: -3.0141 1.4150 -3.0954  -0.5686
N: 0.6722 0.3462 1.5281  1.3656
O: 1.6460 0.8680 2.1377  -0.7374
O: 0.5403 -0.9146 1.4698  -0.6170
O: -0.2697 1.0107 1.1459  -0.5586
N: 0.7337 -3.6197 -0.5644  0.8409
O: 1.2821 -2.9091 -1.4998  -0.6062
O: 1.3080 -3.4357 0.5349  -0.5798
O: -0.1438 -4.4888 -0.7208  -0.6072
F: 0.7757 1.2052 -1.4176  -0.6347
F: 2.6580 3.4316 2.9837  -0.0187

Its expectation value of S² is 12.038. The calculation puts the LUMO energy (spin up / spin down) at -0.1884 / -2.5880 eV. The charge is -1. The value obtained for the total energy is -65948.4694 eV. Its spin multiplicity is 7.